No. 1
ORCA calculation (wB97M-V/def2-TZVPD) on a 13-piece molecular cluster, C32H97N7O13 overall in a non-equilibrium geometry.

The gap between HOMO and LUMO comes out at 9.06 eV. The net charge is 0. As for the total energy: -71794.658 eV. The LUMO energy comes out at 0.2 eV.

XYZ file:
```
149
C32H97N7O13, DFT wB97M-V/def2-TZVPD
C -1.810 -5.200 0.000
C -2.728 -6.508 -0.126
C -4.300 -6.225 -0.279
O -4.926 -5.567 0.819
C -5.234 -6.409 1.940
N -2.090 -7.269 -1.211
H -1.866 -4.565 -0.884
H -0.755 -5.389 0.197
H -1.974 -4.567 0.872
H -2.568 -7.225 0.679
H -4.746 -7.194 -0.502
H -4.521 -5.487 -1.050
H -6.169 -6.030 2.352
H -4.474 -6.476 2.719
H -5.497 -7.436 1.688
H -2.580 -8.142 -1.345
H -2.226 -6.780 -2.084
C 2.185 -4.179 0.335
C 2.607 -4.559 1.785
C 2.869 -3.310 2.659
O 3.944 -2.606 2.051
C 4.511 -1.506 2.787
N 1.534 -5.369 2.301
H 2.620 -3.191 0.182
H 1.098 -4.111 0.296
H 2.532 -4.812 -0.482
H 3.471 -5.220 1.713
H 3.107 -3.835 3.585
H 1.966 -2.700 2.658
H 4.458 -0.477 2.429
H 5.554 -1.817 2.726
H 4.085 -1.435 3.787
H 1.709 -5.747 3.221
H 0.818 -4.688 2.510
C 0.156 6.506 -3.457
C 1.224 5.450 -3.667
C 0.834 4.086 -2.975
O 1.780 2.962 -3.295
C 3.138 3.202 -2.949
N 1.446 5.152 -5.008
H 0.253 7.399 -4.075
H 0.243 6.738 -2.395
H -0.860 6.159 -3.647
H 2.112 5.792 -3.135
H -0.123 3.690 -3.312
H 0.806 4.189 -1.890
H 3.636 3.894 -3.628
H 3.589 2.211 -2.991
H 3.309 3.415 -1.894
H 0.622 5.342 -5.561
H 1.466 4.149 -5.127
C 2.853 0.041 -1.194
C 1.654 0.635 -0.390
C 0.957 -0.552 0.378
O -0.346 -0.140 0.850
C -1.309 -1.049 1.310
N 2.245 1.647 0.537
H 2.548 -0.391 -2.147
H 3.225 -0.868 -0.720
H 3.665 0.755 -1.329
H 0.963 1.195 -1.021
H 1.533 -0.718 1.288
H 0.964 -1.515 -0.132
H -2.202 -0.522 1.647
H -0.985 -1.582 2.203
H -1.538 -1.683 0.454
H 1.504 1.925 1.164
H 2.893 1.059 1.041
C -6.179 3.213 3.475
C -6.091 1.798 3.054
C -5.934 1.685 1.583
O -4.703 2.260 0.981
C -4.952 3.464 0.244
N -4.937 1.240 3.677
H -5.819 3.255 4.503
H -7.188 3.603 3.609
H -5.536 3.892 2.915
H -7.037 1.326 3.321
H -6.886 2.013 1.166
H -5.786 0.624 1.380
H -4.018 3.949 -0.041
H -5.491 4.200 0.840
H -5.569 3.345 -0.646
H -4.502 0.603 3.025
H -4.262 1.992 3.683
C 2.623 -0.196 -5.275
C 1.538 0.449 -6.186
C 0.900 -0.742 -6.922
O 1.636 -1.441 -7.941
C 0.900 -2.513 -8.583
N 0.703 1.108 -5.239
H 2.036 -0.950 -4.752
H 3.080 0.428 -4.506
H 3.336 -0.746 -5.890
H 1.979 1.150 -6.896
H 0.137 -0.215 -7.494
H 0.386 -1.366 -6.191
H 0.655 -3.345 -7.923
H 1.540 -3.140 -9.204
H -0.074 -2.246 -8.994
H 0.510 0.301 -4.663
H 1.349 1.610 -4.647
C 8.169 4.832 3.253
C 6.814 4.251 3.700
C 5.990 3.509 2.633
O 5.763 4.179 1.365
C 4.917 3.521 0.444
N 7.045 3.433 4.923
H 8.051 5.159 2.220
H 9.054 4.195 3.255
H 8.382 5.710 3.862
H 6.195 5.093 4.009
H 5.049 3.356 3.162
H 6.481 2.541 2.538
H 5.218 2.536 0.087
H 4.963 4.171 -0.430
H 3.927 3.569 0.897
H 7.575 2.612 4.666
H 7.549 3.822 5.707
O 2.301 2.371 4.265
H 1.601 2.082 3.679
H 2.521 3.251 3.960
O -0.254 -3.846 3.577
H -0.804 -4.318 4.202
H -0.421 -2.922 3.760
C -2.895 1.205 -1.792
O -3.154 -0.120 -2.105
H -3.753 1.756 -1.410
H -2.183 1.298 -0.972
H -2.603 1.843 -2.627
H -3.262 -0.493 -1.227
C -0.519 3.188 1.965
O 0.197 1.994 2.383
H -1.580 2.943 1.913
H -0.383 3.910 2.770
H -0.284 3.699 1.032
H -0.120 1.226 1.903
C -4.527 -2.263 3.271
O -4.449 -2.240 4.695
H -4.206 -1.275 2.942
H -3.821 -2.988 2.866
H -5.502 -2.531 2.864
H -5.309 -2.470 5.053
C -4.720 -2.803 -0.337
O -4.617 -1.373 -0.276
H -4.958 -3.411 -1.209
H -3.728 -3.224 -0.175
H -5.418 -3.115 0.441
H -5.496 -1.017 -0.426
```


No. 2
ORCA calculation (wB97M-V/def2-TZVPD) on C4H3O3 as an isolated structure in a non-equilibrium geometry.

The gap between HOMO and LUMO comes out at 7.11 eV. The net charge is -1. As for the total energy: -10336.154 eV. The LUMO energy comes out at 3.4 eV.

XYZ file:
```
10
C4H3O3, DFT wB97M-V/def2-TZVPD
C 0.104 0.067 0.214
C -0.570 -0.839 -0.500
C 1.342 0.375 1.059
C -0.901 1.055 -0.350
O 2.373 -0.244 0.805
O 1.029 1.122 1.982
O -0.799 -2.065 -1.022
H -1.843 1.331 0.264
H -0.764 1.634 -1.148
H 0.029 -2.436 -1.304
```


No. 3
ORCA calculation (wB97M-V/def2-TZVPD) on C15H20Cl6N2O2S as an isolated structure in a non-equilibrium geometry.

The gap between HOMO and LUMO comes out at 6.68 eV. The net charge is 0. As for the total energy: -108913.898 eV. The LUMO energy comes out at -1.4 eV.

XYZ file:
```
46
C15H20Cl6N2O2S, DFT wB97M-V/def2-TZVPD
O -3.211 -1.156 -2.087
C -2.086 -1.265 -1.437
O -1.079 -2.298 -1.627
C -0.256 -2.481 -0.427
C 1.254 -1.828 -0.563
C 1.014 -0.195 -0.674
C 1.149 0.523 -2.103
C 0.862 2.120 -2.194
C 0.467 2.876 -0.816
C 0.341 2.148 0.619
N 0.000 2.672 1.970
S 0.035 1.262 3.028
N 0.450 -0.146 2.048
C 0.614 0.540 0.713
H -1.819 -0.424 -0.653
H -0.742 -2.006 0.517
H -0.071 -3.618 -0.174
H 1.916 -2.081 0.381
H 1.747 -2.270 -1.525
H 1.437 -0.143 -3.024
H 0.921 2.647 -3.229
H 0.253 4.014 -0.861
Cl -2.411 2.308 -1.272
C -4.131 2.367 -1.730
C -4.345 2.042 -3.198
Cl -3.705 3.313 -4.269
H -4.516 3.358 -1.477
H -4.650 1.631 -1.108
H -5.416 1.961 -3.408
H -3.873 1.095 -3.473
Cl 3.325 -0.331 -2.307
C 5.091 -0.568 -2.283
C 5.712 -0.116 -0.973
Cl 5.642 1.652 -0.769
H 5.517 -0.032 -3.136
H 5.270 -1.637 -2.429
H 6.770 -0.395 -0.948
H 5.219 -0.577 -0.113
Cl -3.479 -0.941 5.697
C -2.256 -2.236 5.727
C -0.840 -1.689 5.672
Cl -0.463 -0.954 4.094
H -2.458 -2.912 4.893
H -2.404 -2.789 6.658
H -0.123 -2.501 5.823
H -0.669 -0.937 6.447
```


No. 4
ORCA calculation (wB97M-V/def2-TZVPD) on BrCoH6O3 as an isolated structure in a non-equilibrium geometry.

The gap between HOMO and LUMO (alpha / beta) comes out at 6.29 / 2.74 eV. The net charge is +2. The spin multiplicity is 5. As for the total energy: -113883.925 eV. Its expectation value of S² is 6.01. The LUMO energy (alpha / beta) comes out at -12.1 / -14.7 eV.

XYZ file:
```
11
BrCoH6O3, DFT wB97M-V/def2-TZVPD
Co 22.147 -17.944 -3.216
Br 23.742 -16.271 -1.977
O 23.673 -13.803 -4.242
H 23.692 -14.386 -3.483
H 24.352 -14.143 -4.824
O 23.111 -14.439 0.917
H 22.738 -13.614 0.606
H 23.248 -14.955 0.122
O 21.440 -17.036 0.625
H 22.372 -16.897 0.457
H 21.416 -17.684 1.329
```


No. 5
ORCA calculation (wB97M-V/def2-TZVPD) on C17H27FN5OPtS2 as an isolated structure in a non-equilibrium geometry.

The gap between HOMO and LUMO comes out at 7.07 eV. The net charge is +1. As for the total energy: -55195.355 eV. The LUMO energy comes out at -3.0 eV.

XYZ file:
```
54
C17H27FN5OPtS2, DFT wB97M-V/def2-TZVPD
Pt 0.076 -0.032 0.882
C 1.664 -0.401 3.431
C 2.800 0.258 2.658
N 2.425 0.420 1.244
C 2.743 1.701 0.617
C 1.908 2.849 1.173
S 0.114 2.529 1.053
C -0.469 2.555 2.757
C 0.252 1.593 3.666
N 0.369 0.231 3.096
H 1.860 -0.355 4.506
H 1.588 -1.442 3.129
H 3.686 -0.367 2.774
H 3.052 1.239 3.066
H 2.816 -0.338 0.696
H 2.525 1.598 -0.447
H 3.803 1.965 0.716
H 2.100 3.740 0.577
H 2.148 3.085 2.209
H -1.522 2.284 2.667
H -0.416 3.574 3.142
H -0.271 1.555 4.624
H 1.254 1.959 3.876
H -0.382 -0.356 3.449
C 0.881 -1.319 -4.508
N 0.426 -0.612 -3.328
C -0.269 0.650 -3.375
C -0.430 0.979 -1.908
O -0.996 1.949 -1.478
N 0.202 -0.020 -1.166
C 0.682 -0.946 -2.060
N 1.365 -2.012 -1.722
H 0.209 -1.087 -5.330
H 0.849 -2.396 -4.349
H 1.895 -1.027 -4.788
H -1.241 0.568 -3.864
H 0.312 1.430 -3.874
H 1.302 -2.298 -0.708
H 1.561 -2.717 -2.412
F -3.957 -3.013 -3.377
C -3.537 -2.313 -2.309
C -3.055 -2.995 -1.208
C -2.601 -2.265 -0.124
C -2.590 -0.871 -0.150
C -2.011 -0.085 0.974
C -3.137 -0.221 -1.254
C -3.612 -0.935 -2.345
H -3.046 -4.076 -1.208
H -2.222 -2.783 0.747
H -2.136 -0.556 1.946
H -2.290 0.966 0.935
H -3.189 0.860 -1.262
H -4.059 -0.444 -3.200
S 0.571 -2.253 1.140
```


No. 6
ORCA calculation (wB97M-V/def2-TZVPD) on a 8-piece molecular cluster, C13H42O13 overall in a non-equilibrium geometry.

As for the SMILES: OCCO.OCCO.OCCO.OCCO.OCCO.CO.CO.CO. The gap between HOMO and LUMO comes out at 10.20 eV. The net charge is 0. As for the total energy: -40775.090 eV. The LUMO energy comes out at 0.5 eV.

XYZ file:
```
68
C13H42O13, DFT wB97M-V/def2-TZVPD
C 10.920 7.239 10.370
O 11.710 8.413 10.208
H 11.111 6.370 9.665
H 11.116 6.808 11.349
H 9.847 7.530 10.197
H 11.385 8.749 9.399
C 10.553 12.639 8.285
O 9.275 12.766 8.957
H 10.486 11.994 7.380
H 10.942 13.639 7.989
H 11.261 12.070 8.908
H 8.726 13.244 8.278
C 10.059 11.676 12.089
O 8.809 11.820 11.392
H 10.156 12.437 12.830
H 9.945 10.710 12.628
H 10.897 11.512 11.385
H 9.031 12.143 10.537
C 6.484 8.589 6.914
C 6.757 9.061 5.507
O 7.799 8.360 4.933
O 7.748 8.522 7.646
H 5.929 7.701 6.949
H 5.810 9.355 7.353
H 7.014 10.079 5.552
H 5.869 9.008 4.916
H 8.409 8.165 5.699
H 7.688 8.974 8.504
C 11.365 8.562 6.357
C 11.736 9.911 5.845
O 10.620 10.653 5.422
O 10.677 8.603 7.611
H 12.234 7.934 6.409
H 10.649 8.170 5.668
H 12.458 9.968 4.938
H 12.184 10.540 6.610
H 10.152 10.099 4.740
H 9.632 8.526 7.611
C 6.408 14.655 6.904
C 5.971 13.279 6.423
O 6.209 12.936 5.082
O 7.848 14.590 7.109
H 5.916 14.841 7.873
H 6.085 15.396 6.195
H 4.882 13.204 6.607
H 6.452 12.473 6.999
H 7.172 13.028 4.899
H 8.167 15.490 7.128
C 6.808 8.694 11.313
C 6.149 7.565 10.589
O 5.740 6.629 11.567
O 7.122 9.714 10.346
H 7.722 8.382 11.769
H 6.161 9.025 12.074
H 6.856 6.967 9.944
H 5.318 7.825 9.894
H 5.090 7.064 12.130
H 7.755 10.383 10.671
C 8.737 15.984 11.848
C 9.901 15.843 10.819
O 9.832 16.905 9.889
O 8.942 17.099 12.739
H 8.483 15.058 12.388
H 7.853 16.221 11.113
H 9.809 14.856 10.399
H 10.892 15.862 11.287
H 9.597 17.724 10.319
H 8.238 17.073 13.404
```


- Number 4 is which compound?
  BrCoH6O3


- Number 5 is which compound?
  C17H27FN5OPtS2